[1]
The following is a quantum chemistry calculation of a 2-piece molecular cluster, C4H12NO2P overall, from the Open Molecules 2025 dataset.

Element x y z (Å)
C (1.53569, 1.38354, -0.97789)
C (1.67102, 0.33841, 1.49712)
C (-1.20044, 0.58833, -0.78654)
C (0.97247, 0.25610, 0.00443)
N (-2.48454, -1.39558, 0.94607)
O (-1.00315, -2.50467, -0.56657)
O (-0.33631, 0.40814, 0.22038)
P (-2.39297, -1.60096, -0.68059)
H (1.01964, 2.40741, -0.72847)
H (2.62175, 1.35697, -0.83685)
H (1.16867, 1.08451, -2.02028)
H (2.68737, 0.06029, 1.50085)
H (1.12019, -0.33448, 2.17078)
H (1.34471, 1.38554, 1.78336)
H (-0.63141, 0.71802, -1.77112)
H (-2.09553, 1.37047, -0.70885)
H (1.24678, -0.73259, -0.54665)
H (-3.26951, -1.18829, 1.48026)
H (-1.64128, -1.18626, 1.39845)
H (-0.33316, -2.41489, -1.37786)

Here are the natural (NBO) charges for atoms 1 to 6, given in e:
1 C -0.66
2 C -0.62
3 C -0.29
4 C 0.15
5 N -1.18
6 O -1.02

***

[2]
The following is a quantum chemistry calculation of a 2-piece molecular cluster, C4H12NO2S overall, from the Open Molecules 2025 dataset.

As for the net charge: -1.

Element x y z (Å)
C (-0.35330, -1.07471, 0.67315)
O (0.50185, -2.11865, 0.50057)
C (-0.16002, 0.01399, -0.40760)
C (-1.07618, 1.22047, -0.20155)
C (-0.46074, 2.52028, 0.32606)
S (0.51772, 3.42687, -0.93665)
N (1.28262, 0.40621, -0.36891)
H (-1.43342, -1.33166, 0.76029)
H (-0.15333, -0.58058, 1.67363)
H (-0.19019, -0.53930, -1.31978)
H (-1.56178, 1.48812, -1.12823)
H (-1.81050, 0.92207, 0.55024)
H (0.19388, 2.34904, 1.17928)
H (-1.22973, 3.21254, 0.62931)
H (1.13256, 2.31442, -1.36438)
H (1.49336, 0.62314, 0.59641)
H (1.79677, -0.46858, -0.53327)
H (0.21015, -3.66248, 0.34077)
H (0.90911, -4.17101, -0.84416)
O (0.39118, -4.55018, -0.12518)

Here are the natural (NBO) charges for atoms 1 to 6, given in e:
1 C -0.02
2 O -0.96
3 C -0.10
4 C -0.43
5 C -0.48
6 S -0.15

***

[3]
The following is a quantum chemistry calculation of a 3-piece molecular cluster, C4H12NO2S overall, from the Open Molecules 2025 dataset.

As for the net charge: -1.

Element x y z (Å)
C (-1.32512, 0.32152, -0.75494)
O (-2.41064, 0.53362, -0.00436)
C (-0.01810, 0.09785, 0.11820)
C (1.20895, 0.17827, -0.79104)
C (2.52689, 0.42156, -0.14747)
S (3.01464, -1.16727, 0.56178)
N (-0.04293, 1.19322, 1.05944)
H (-1.48325, -0.50436, -1.48295)
H (-0.95588, 1.21216, -1.32974)
H (-0.05250, -0.91231, 0.52473)
H (1.59313, -0.86278, -1.14335)
H (0.89357, 0.85748, -1.59335)
H (2.50166, 1.23026, 0.57078)
H (3.24225, 0.67876, -0.93182)
H (1.66872, -1.76368, -1.15283)
H (-1.03457, 1.42216, 1.17507)
H (0.41275, 0.90537, 1.91577)
H (-2.88598, -1.79989, 1.60369)
H (-3.22446, -0.59950, 0.69222)
O (-3.62916, -1.44244, 1.11016)

Here are the natural (NBO) charges for atoms 1 to 6, given in e:
1 C 0.00
2 O -0.93
3 C -0.13
4 C -0.19
5 C -0.59
6 S -0.29

***

[4]
The following is a quantum chemistry calculation of a 2-piece molecular cluster, C4H12NO3 overall, from the Open Molecules 2025 dataset.

As for the net charge: -1.

Element x y z (Å)
C (-0.64526, 0.12641, 0.31892)
C (-0.57597, -0.27082, 1.85968)
C (0.32761, 0.93434, 2.37041)
O (1.69564, 0.48958, 2.09763)
N (0.57136, -0.30087, -0.31041)
C (0.10711, -1.36163, -1.36363)
O (-0.82661, -0.89689, -2.09976)
H (-1.58082, -0.20899, -0.25166)
H (-0.86324, 1.22135, 0.44080)
H (-1.51986, -0.24693, 2.52111)
H (0.06153, -1.12872, 1.97382)
H (0.27679, 2.00282, 1.94389)
H (0.44015, 1.05557, 3.40149)
H (1.70721, 0.07940, 1.11573)
H (1.17014, 0.47068, -0.57931)
H (1.20440, -1.45419, -1.71507)
H (-0.49572, -2.17106, -0.74158)
H (-1.04759, 0.69649, -3.46035)
H (0.21718, 0.18554, -3.46243)
O (-0.22405, 0.77793, -4.05926)

Here are the natural (NBO) charges for atoms 1 to 6, given in e:
1 C -0.25
2 C -0.44
3 C -0.07
4 O -0.81
5 N -0.77
6 C 0.15

***

[5]
The following is a quantum chemistry calculation of a 3-piece molecular cluster, C4H12NO5P2 overall, from the Open Molecules 2025 dataset.

As for the net charge: -1.

Element x y z (Å)
C (-2.26230, -0.57499, -1.00077)
C (-1.14675, -0.89954, -0.20361)
C (-2.09408, -0.08643, -2.22386)
C (-0.87538, 0.92082, 0.84264)
N (4.86218, 0.62366, 0.97627)
O (1.75436, 0.58572, 0.12582)
O (0.72967, 2.98305, 0.78992)
O (0.21863, 2.08416, -1.43041)
O (-1.86343, 1.84089, 0.60275)
O (-0.18696, 1.91696, 3.19518)
P (-0.52388, 0.63393, 2.52778)
P (0.69974, 1.57140, -0.13477)
H (0.53605, -0.22638, 2.63554)
H (-3.28736, -0.48086, -0.67524)
H (-1.27358, -1.67626, 0.44669)
H (-0.12594, -0.89709, -0.71388)
H (-2.91023, 0.52944, -2.72853)
H (-1.06204, -0.08385, -2.47567)
H (3.96037, 0.62904, 0.58085)
H (5.59582, 0.94545, 0.33218)
H (5.01368, 1.17046, 1.84226)
H (-1.42307, 2.47408, -0.07142)
H (0.81961, 2.82647, 1.66654)
H (-1.54398, 0.05784, 3.29804)

Here are the natural (NBO) charges for atoms 1 to 6, given in e:
1 C -0.24
2 C -0.43
3 C -0.39
4 C -0.43
5 N -1.11
6 O -1.17

***

[6]
The following is a quantum chemistry calculation of a 2-piece molecular cluster, C4H12NOP overall, from the Open Molecules 2025 dataset.

Element x y z (Å)
H (-2.83228, -2.58677, -0.67875)
N (-2.36856, -1.73576, -0.41273)
P (-0.81165, -1.66033, -0.31626)
C (-0.55358, 0.21161, 0.19410)
C (-1.89604, 1.01126, 0.43239)
C (0.40267, 0.23662, 1.30736)
C (0.09015, 0.77728, -1.12470)
H (-2.00581, 1.88296, 0.93953)
H (-2.19623, 1.17747, -0.66660)
H (-2.67429, 0.30420, 0.82323)
H (0.15917, -0.50059, 2.12423)
H (0.41356, 1.30457, 1.46423)
H (1.49328, 0.12234, 1.04359)
H (-0.74390, 0.91973, -1.82143)
H (0.65776, 1.69174, -0.92329)
H (0.75792, 0.01387, -1.53764)
O (3.72573, -0.94904, -0.35548)
H (4.44669, -0.38036, 0.11183)
H (3.93538, -1.84082, -0.60359)

Here are the natural (NBO) charges for atoms 1 to 6, given in e:
1 H 0.37
2 N -1.12
3 P 1.02
4 C -0.31
5 C -0.62
6 C -0.66

***

[7]
The following is a quantum chemistry calculation of a 2-piece molecular cluster, C4H12NOS overall, from the Open Molecules 2025 dataset.

As for the net charge: -1.

Element x y z (Å)
C (-0.71425, 2.85025, -0.71056)
C (0.58955, 2.11097, -0.51941)
S (1.63037, 2.10513, -2.04445)
H (-1.22612, 2.49664, -1.60066)
H (-0.57357, 3.92558, -0.79519)
H (-1.35397, 2.61201, 0.13912)
H (1.18529, 2.55846, 0.27537)
H (0.35093, 1.07097, -0.28517)
H (2.07013, 0.85177, -1.89818)
C (-0.70962, -1.41428, -0.11466)
O (-1.32213, -0.22241, -0.01074)
C (-0.02526, -1.84681, 1.19504)
N (0.48573, -3.23114, 1.14015)
H (-1.39599, -2.26357, -0.39095)
H (0.08916, -1.44704, -0.90265)
H (0.80799, -1.17248, 1.38291)
H (-0.75483, -1.69330, 2.00226)
H (1.14942, -3.41377, 1.88112)
H (-0.28282, -3.87696, 1.25667)

Here are the natural (NBO) charges for atoms 1 to 6, given in e:
1 C -0.62
2 C -0.51
3 S -0.14
4 H 0.22
5 H 0.17
6 H 0.24

***

[8]
The following is a quantum chemistry calculation of a 2-piece molecular cluster, C4H12NOSe overall, from the Open Molecules 2025 dataset.

As for the net charge: +1.

Element x y z (Å)
C (-1.56664, -1.24070, -0.17305)
C (-1.24236, 0.20440, 0.22820)
C (0.09040, 2.09713, -0.58968)
C (2.37445, 1.34947, -0.18918)
N (-0.32579, -1.92276, -0.42943)
O (-0.58666, 0.93141, -0.83745)
Se (2.44413, -0.50257, -0.07104)
H (-2.29865, -1.27762, -1.01536)
H (-2.00367, -1.73931, 0.82385)
H (-2.12913, 0.75874, 0.55173)
H (-0.70138, 0.40743, 1.10967)
H (-0.33505, 2.89974, 0.10966)
H (0.35430, 2.56660, -1.56345)
H (2.84550, 1.76985, -1.06475)
H (2.69994, 2.01623, 0.60858)
H (-0.29139, -2.55318, -1.28342)
H (-0.27167, -2.64488, 0.29389)
H (1.06339, -1.11542, -0.48327)
H (2.12407, -0.34894, 1.31771)

Here are the natural (NBO) charges for atoms 1 to 6, given in e:
1 C -0.25
2 C -0.10
3 C 0.07
4 C -0.78
5 N -0.82
6 O -0.52

***

[9]
The following is a quantum chemistry calculation of one molecule with the formula C4H12NP, from the Open Molecules 2025 dataset.

Element x y z (Å)
C (2.64291, -0.41728, 0.01346)
C (1.26060, -0.41051, -0.52521)
N (1.06812, 0.08943, -1.79163)
P (-0.32264, -0.07501, 0.56406)
C (-1.72594, -0.61934, -0.52035)
C (-1.58867, 1.05001, 1.55339)
H (3.18411, -1.04702, -0.55898)
H (2.54925, -0.67475, 1.00065)
H (3.02200, 0.61648, -0.15942)
H (1.71121, 0.84652, -2.10151)
H (0.08291, 0.08548, -2.11796)
H (-0.52093, -1.14224, 1.62996)
H (-1.52592, -1.43340, -1.12694)
H (-2.39418, -1.16502, 0.09838)
H (-2.13680, 0.19000, -0.97657)
H (-0.96509, 1.56893, 2.35636)
H (-1.78868, 1.96537, 0.90127)
H (-2.55224, 0.57235, 1.76101)

Here are the natural (NBO) charges for atoms 1 to 6, given in e:
1 C -0.66
2 C -0.10
3 N -0.82
4 P 0.83
5 C -0.94
6 C -0.98

***

[10]
The following is a quantum chemistry calculation of a 2-piece molecular cluster, C4H12NP overall, from the Open Molecules 2025 dataset.

Element x y z (Å)
C (-1.61022, 2.16893, 0.99577)
P (-0.65508, 0.54629, 0.60314)
C (1.00976, 1.01630, 1.21922)
N (-0.44459, -0.10302, -0.74131)
H (-2.50528, 2.03010, 0.58030)
H (-1.12004, 2.87090, 0.23601)
H (-1.50157, 2.29155, 2.07559)
H (-1.10712, -0.19148, 1.65924)
H (1.70838, 0.06311, 1.13615)
H (1.06437, 1.46536, 2.10783)
H (1.34459, 1.91178, 0.54826)
H (-1.14530, 0.15972, -1.44467)
C (1.27094, -2.25122, -2.30624)
C (0.62786, -2.59376, -1.20578)
H (2.39065, -2.34330, -2.53773)
H (0.73018, -2.02623, -3.16678)
H (-0.48779, -2.74805, -1.09469)
H (1.17746, -2.93757, -0.44680)

Here are the natural (NBO) charges for atoms 1 to 6, given in e:
1 C -0.93
2 P 1.57
3 C -0.97
4 N -1.32
5 H 0.22
6 H 0.23

***

[11]
The following is a quantum chemistry calculation of one molecule with the formula C4H12NPS, from the Open Molecules 2025 dataset.

Element x y z (Å)
C (0.36523, 0.49226, 1.89504)
N (-0.18603, -0.09475, 0.63102)
C (-1.66817, -0.07699, 0.72413)
S (-2.39650, 1.66409, 0.84742)
P (0.45322, 0.56026, -0.78031)
C (-0.30212, -0.62227, -1.94905)
C (2.15605, -0.47568, -0.62550)
H (-0.35163, 0.91671, 2.54827)
H (0.86237, -0.36753, 2.43487)
H (1.18911, 1.11631, 1.71671)
H (-2.09818, -0.41857, -0.30137)
H (-1.97977, -0.58633, 1.53220)
H (-1.77061, 2.48085, -0.18780)
H (-1.45281, -0.38294, -2.03671)
H (0.25529, -0.61050, -3.00514)
H (-0.34632, -1.60950, -1.37261)
H (2.85272, -0.17565, 0.13107)
H (1.86203, -1.52576, -0.59818)
H (2.55611, -0.28402, -1.60405)

Here are the natural (NBO) charges for atoms 1 to 6, given in e:
1 C -0.43
2 N -0.77
3 C -0.28
4 S -0.18
5 P 0.96
6 C -1.00

***

[12]
The following is a quantum chemistry calculation of a 2-piece molecular cluster, C4H12NS overall, from the Open Molecules 2025 dataset.

As for the net charge: -1.

Element x y z (Å)
C (1.96924, -2.12126, 1.35153)
S (1.05313, -1.57772, -0.15497)
H (1.42562, -2.93699, 1.83625)
H (2.96462, -2.46328, 1.06653)
H (2.05951, -1.29319, 2.05661)
C (-0.62945, 1.37346, -1.72138)
C (-1.08698, 1.57772, -0.27560)
C (-2.11851, 0.52605, 0.10980)
N (0.01727, 1.56768, 0.67616)
H (-1.48030, 1.24838, -2.40012)
H (0.00534, 2.19611, -2.06098)
H (-0.02539, 0.46902, -1.78113)
H (-1.54309, 2.57465, -0.20292)
H (-2.32767, 0.58592, 1.17292)
H (-3.05063, 0.65238, -0.44789)
H (-1.70760, -0.46711, -0.09300)
H (0.55727, 2.41963, 0.60860)
H (0.63693, 0.75660, 0.56069)

Here are the natural (NBO) charges for atoms 1 to 6, given in e:
1 C -0.73
2 S -0.75
3 H 0.17
4 H 0.17
5 H 0.17
6 C -0.63

***

[13]
The following is a quantum chemistry calculation of a 2-piece molecular cluster, C4H12NS overall, from the Open Molecules 2025 dataset.

As for the net charge: -1.

Element x y z (Å)
C (1.24612, 3.01531, -0.49722)
S (0.38924, 1.40168, -0.24816)
H (0.95157, 3.67246, 0.34894)
H (2.36360, 2.92149, -0.53551)
H (0.94259, 3.52601, -1.47036)
C (-0.01458, -1.85317, -0.31428)
C (-1.01048, -1.37490, 0.82738)
C (-2.40326, -1.08938, 0.36097)
N (1.33690, -1.74648, 0.23438)
H (-0.16113, -1.18219, -1.20932)
H (-0.17195, -2.96785, -0.59029)
H (-0.56033, -0.45461, 1.20164)
H (-0.97733, -2.12547, 1.66001)
H (-2.99969, -2.00074, 0.16409)
H (-2.41697, -0.55572, -0.57404)
H (-2.96401, -0.50747, 1.09317)
H (1.47356, -0.74528, 0.47222)
H (2.02720, -1.96931, -0.49178)

Here are the natural (NBO) charges for atoms 1 to 6, given in e:
1 C -0.74
2 S -0.74
3 H 0.18
4 H 0.17
5 H 0.17
6 C -0.21

***

Number 1: largest force on an atom 4.59 eV Å⁻¹, energy -706.096914 hartree. Number 2: largest force on an atom 2.29 eV Å⁻¹, energy -763.038991 hartree. Number 3: largest force on an atom 2.95 eV Å⁻¹, energy -762.896716 hartree. Number 4: largest force on an atom 3.59 eV Å⁻¹, energy -439.995630 hartree. Number 5: largest force on an atom 5.57 eV Å⁻¹, energy -1273.348751 hartree. Number 6: largest force on an atom 6.12 eV Å⁻¹, energy -630.873502 hartree. Number 7: largest force on an atom 0.42 eV Å⁻¹, energy -687.763803 hartree. Number 8: largest force on an atom 4.25 eV Å⁻¹, energy -2690.586692 hartree. Number 9: largest force on an atom 4.91 eV Å⁻¹, energy -555.557907 hartree. Number 10: largest force on an atom 5.33 eV Å⁻¹, energy -555.583572 hartree. Number 11: largest force on an atom 6.92 eV Å⁻¹, energy -953.822612 hartree. Number 12: largest force on an atom 0.66 eV Å⁻¹, energy -612.568330 hartree. Number 13: largest force on an atom 1.87 eV Å⁻¹, energy -612.554602 hartree.